# 1
The following is a DFT calculation (ωB97M-V/def2-TZVPD) of the molecule C7H10O.

Geometry (Å):
O (-1.09983, -0.03925, -0.94803)
C (-0.22625, -0.00028, -0.12440)
C (0.57866, -1.25918, -0.02150)
C (-0.12446, -2.64695, -0.11245)
C (0.86089, -2.13173, -1.11476)
C (0.02263, 1.31411, 0.67099)
C (0.17846, 2.75243, 0.27951)
C (-1.14178, 2.16763, 0.86776)
H (1.25043, -1.26869, 0.70005)
H (-0.05649, -3.64710, 0.35455)
H (-0.92261, -2.42398, -0.94441)
H (1.84278, -2.62785, -0.98469)
H (0.52385, -1.46632, -2.09204)
H (0.46351, 0.88048, 1.70735)
H (0.22902, 2.83987, -0.83496)
H (0.97359, 3.37504, 0.67099)
H (-1.69316, 2.45201, 2.00648)
H (-1.65923, 1.72975, -0.08044)

Results
HOMO, eV: -9.87
2S+1: 1
Energy relative to the best compared isomer or geometry (same formula, charge and spin), kJ/mol: 546.55
SMILES: O=C(C1CC1)C1CC1
Charge: 0
Kohn-Sham gap, hartree: 0.3989



# 2
The following is a DFT calculation (ωB97M-V/def2-TZVPD) of a structure of composition C10H24N4ReS4.

Geometry (Å):
Re (-0.12441, -0.06332, 0.26904)
C (2.67558, 0.86666, 1.29663)
C (2.56760, 1.43168, -0.11856)
N (1.13042, 1.56248, -0.61046)
C (1.01617, 1.51392, -2.11656)
C (0.65433, 0.12226, -2.56825)
N (-0.55922, -0.33207, -1.82596)
C (-1.80186, 0.28349, -2.38728)
C (-2.96589, 0.27925, -1.41457)
C (-2.83154, 1.29340, -0.28600)
N (-1.97579, 0.77243, 0.83053)
C (-1.71424, 1.78817, 1.90430)
C (-0.77643, 1.21398, 2.94350)
N (0.40827, 0.58765, 2.27949)
C (1.65110, 1.44311, 2.27525)
H (3.68792, 1.04231, 1.65646)
H (2.55822, -0.22560, 1.27116)
H (3.10434, 0.78542, -0.80937)
H (3.03562, 2.41483, -0.16847)
H (0.80911, 2.47398, -0.31590)
H (1.94977, 1.82514, -2.57735)
H (0.25385, 2.22271, -2.41880)
H (1.46211, -0.57832, -2.34827)
H (0.49257, 0.10709, -3.64884)
H (-0.63067, -1.33924, -1.99067)
H (-2.06901, -0.24444, -3.29971)
H (-1.58039, 1.31519, -2.66316)
H (-3.11386, -0.72798, -1.00292)
H (-3.86387, 0.52095, -1.97968)
H (-3.81039, 1.55134, 0.11758)
H (-2.37246, 2.21520, -0.65149)
H (-2.48380, 0.00698, 1.25561)
H (-2.64615, 2.08295, 2.38395)
H (-1.29218, 2.66834, 1.42431)
H (-1.28708, 0.44417, 3.51973)
H (-0.46994, 1.99590, 3.63551)
H (0.63918, -0.25143, 2.80268)
H (2.06040, 1.50367, 3.27812)
H (1.35406, 2.45552, 1.98901)
S (-0.05907, -3.56347, -2.69172)
S (-1.10884, -4.50494, -1.36845)
S (-1.98630, -3.21209, 0.05186)
S (-0.40570, -2.27333, 0.97487)

Results
HOMO (alpha / beta), eV: -14.16 / -14.89
2S+1: 4
Charge: +2
Kohn-Sham gap (alpha / beta), hartree: 0.2610 / 0.2643



# 3
The following is a DFT calculation (ωB97M-V/def2-TZVPD) of the molecule C8H9NO.

Geometry (Å):
C (0.53105, 1.92701, 1.52107)
C (-0.89999, 1.55660, 1.57632)
O (-1.75503, 2.35141, 2.08769)
N (-1.35783, 0.30303, 1.00651)
C (-0.59695, -0.30419, 0.05573)
C (-0.27392, -1.70368, 0.15490)
C (0.46000, -2.29212, -0.78168)
C (0.84611, -1.64156, -1.95572)
C (0.48757, -0.38083, -2.16324)
C (-0.22079, 0.35188, -1.09109)
H (1.24878, 1.13845, 1.78062)
H (0.85890, 1.88128, 0.65844)
H (0.69003, 2.77073, 1.94182)
H (-1.85839, -0.31406, 1.79084)
H (-0.64667, -2.07598, 1.04272)
H (0.81831, -3.20316, -0.59390)
H (1.48676, -2.13233, -2.81477)
H (0.85432, 0.23557, -3.00123)
H (-0.67225, 1.53192, -1.21504)

Results
HOMO, eV: -8.72
2S+1: 1
Energy relative to the best compared isomer or geometry (same formula, charge and spin), kJ/mol: 303.94
SMILES: CC(=O)Nc1ccccc1
Charge: 0
Kohn-Sham gap, hartree: 0.3463



# 4
The following is a DFT calculation (ωB97M-V/def2-TZVPD) of the molecule C6H8O2.

Geometry (Å):
C (3.44181, 0.30095, 0.19852)
C (2.24746, 0.26612, 0.38569)
C (0.70139, -0.20704, 0.00090)
C (0.47848, -1.62506, -0.36664)
C (-0.03070, 0.85961, 0.12536)
C (-1.63509, 0.56159, -0.16854)
O (-2.18929, 1.84720, -0.18853)
O (-2.23560, -0.18082, 0.84664)
H (4.49534, 0.35677, 0.04988)
H (0.43321, -1.73579, -1.45329)
H (1.29925, -2.24456, 0.00709)
H (-0.44122, -2.00909, 0.08461)
H (0.18509, 1.88216, 0.39580)
H (-1.78633, 0.06236, -1.12841)
H (-3.11102, 1.74115, -0.47330)
H (-1.85275, 0.12446, 1.68422)

Results
HOMO, eV: -9.47
2S+1: 1
Energy relative to the best compared isomer or geometry (same formula, charge and spin), kJ/mol: 376.70
SMILES: C#C/C(C)=C/C(O)O
Charge: 0
Kohn-Sham gap, hartree: 0.3769



Number 1: F_max 6.94 eV Å⁻¹. Number 2: F_max 0.80 eV Å⁻¹. Number 3: F_max 9.45 eV Å⁻¹. Number 4: F_max 6.52 eV Å⁻¹.